{
  "formula": "C20H43AuN2P3S2",
  "method": "the ωB97M-V functional and the def2-TZVPD basis",
  "s2": 2.028,
  "molar_mass_da": 665.60,
  "multiplicity": 3,
  "homo_lumo_gap_ev": [6.06, 3.12],
  "homo_energy_ev": [-15.7, -15.6],
  "total_charge": 3,
  "species": ["Au", "P", "P", "P", "H", "C", "C", "H", "C", "C", "C", "C", "C", "C", "C", "C", "C", "H", "H", "H", "H", "H", "H", "H", "H", "H", "H", "H", "H", "H", "H", "H", "H", "H", "H", "H", "H", "H", "H", "H", "H", "H", "H", "H", "H", "H", "C", "C", "C", "C", "C", "C", "S", "H", "H", "H", "H", "H", "H", "S", "C", "N", "C", "C", "N", "H", "H", "H", "H", "H", "H"],
  "coordinates": [[0.30679, 0.56373, -0.55891], [0.86278, -1.33205, -2.10929], [1.39512, -1.77330, 1.50299], [-1.68200, 1.28473, -1.64597], [1.27054, 1.08310, 2.23703], [0.23867, 1.49531, 2.24795], [-0.83528, 0.65517, 2.37744], [-0.75710, -0.46593, 2.56670], [2.47081, -0.83741, -2.81350], [1.16477, -3.10797, -1.80557], [-0.18154, -1.54858, -3.59828], [1.55711, -1.59894, 3.34300], [1.36036, -3.63153, 1.59934], [3.20568, -1.65318, 1.12080], [-2.55174, 2.36840, -0.49503], [-2.97632, 0.21573, -2.35382], [-0.98777, 2.15816, -3.11688], [0.15777, 2.62055, 2.25831], [-1.86165, 0.99930, 2.20350], [2.74135, -1.48467, -3.65565], [3.23653, -0.91285, -2.03031], [2.38803, 0.20360, -3.15051], [1.42876, -3.58300, -2.76435], [0.24865, -3.59441, -1.42903], [1.99042, -3.27679, -1.10556], [0.38992, -2.15526, -4.31525], [-0.42934, -0.58959, -4.06525], [-1.10015, -2.09463, -3.34892], [2.51256, -2.04937, 3.65301], [0.72291, -2.11764, 3.83988], [1.51592, -0.54321, 3.62406], [2.36916, -3.99033, 1.85661], [1.04863, -4.06460, 0.64357], [0.65237, -3.95815, 2.37278], [3.78830, -2.16846, 1.89949], [3.47713, -0.59119, 1.08905], [3.40861, -2.09346, 0.13583], [-3.01632, 3.19525, -1.05401], [-1.86802, 2.77518, 0.26541], [-3.31477, 1.77647, 0.03014], [-3.73518, 0.86965, -2.83883], [-3.44798, -0.40192, -1.57126], [-2.55725, -0.46438, -3.11037], [-1.52674, 3.10815, -3.29511], [-1.09659, 1.50827, -4.01470], [0.09718, 2.33918, -2.94351], [1.00013, 5.21832, -0.07944], [1.75028, 5.99258, -0.99990], [1.93234, 7.37617, -0.79209], [1.50884, 8.00703, 0.37628], [0.75020, 7.26993, 1.28702], [0.50024, 5.90936, 1.07099], [0.53440, 3.54306, -0.41921], [1.65618, 2.63783, -0.86665], [2.12165, 5.49448, -1.89923], [2.38324, 7.98697, -1.57853], [1.71177, 9.06936, 0.56115], [0.32449, 7.78395, 2.15679], [-0.13543, 5.33973, 1.78173], [-1.75633, -2.47382, -0.33331], [-2.17096, -3.65075, 0.82904], [-2.36396, -3.40261, 2.15593], [-2.51851, -4.60194, 2.96412], [-2.46489, -5.72423, 1.92110], [-2.32058, -4.99604, 0.66660], [-2.25469, -2.45820, 2.53552], [-3.48987, -4.60414, 3.50042], [-1.69587, -4.67963, 3.69730], [-3.38392, -6.33397, 1.93508], [-1.59038, -6.39034, 2.07884], [-2.10946, -5.45022, -0.22652]],
  "forces_ev_per_angstrom": [[-0.909, -2.648, 0.820], [0.841, -1.009, -1.162], [1.570, -1.159, 0.657], [0.088, 0.096, -0.803], [-0.714, 0.418, 0.427], [-0.504, -0.389, 0.088], [0.717, -0.212, -0.685], [0.183, 1.769, -0.501], [-0.090, 0.476, 0.266], [-0.123, -0.496, 0.668], [-0.400, 0.491, 0.093], [-0.523, 0.595, -0.031], [-0.606, -0.115, -0.567], [-0.246, 0.472, -0.249], [-0.111, 0.487, 0.238], [-0.094, -0.357, 0.114], [0.079, 0.184, -0.042], [-0.128, -1.535, -0.255], [0.376, 0.114, 0.633], [-0.097, 0.107, 0.165], [-0.107, 0.088, -0.250], [0.252, -0.219, -0.045], [0.012, 0.434, 0.161], [0.492, 0.335, -0.148], [-0.201, 0.091, -0.190], [-0.034, 0.219, 0.253], [0.044, -0.245, 0.005], [0.226, 0.142, 0.030], [-0.404, 0.176, -0.066], [0.284, 0.189, -0.132], [0.203, -0.227, 0.261], [-0.360, 0.166, -0.052], [0.106, -0.082, 0.332], [0.156, 0.124, -0.243], [-0.137, 0.180, -0.396], [0.221, -0.199, 0.017], [0.093, 0.091, 0.271], [-0.059, -0.247, 0.270], [-0.367, -0.141, -0.362], [0.099, 0.171, -0.279], [0.479, -0.278, 0.332], [0.165, 0.307, -0.275], [-0.167, 0.353, 0.285], [0.338, -0.423, -0.026], [-0.004, 0.472, 0.647], [-0.872, 0.072, -0.334], [0.785, 0.054, -0.250], [0.659, 1.318, -0.459], [0.434, -1.553, -1.471], [-0.221, 0.278, 0.021], [-0.825, -1.473, 0.714], [-1.093, 0.259, 0.984], [1.304, -0.056, 0.303], [-1.250, 2.398, 0.412], [-0.047, 0.443, 0.217], [0.082, -0.393, 0.261], [-0.045, -0.479, -0.160], [0.235, -0.455, -0.253], [0.559, 0.588, -0.447], [-0.563, -0.225, 0.464], [-0.121, -1.039, 1.162], [0.436, 1.044, -0.873], [-0.347, -0.036, 0.833], [0.156, -0.832, 0.101], [0.516, 1.114, -1.131], [-0.215, -0.837, -0.352], [0.640, 0.086, -0.241], [-0.443, 0.002, -0.230], [0.442, 0.248, -0.110], [-0.576, 0.325, -0.101], [-0.266, 0.382, 0.666]],
  "lowdin_charge": [0.4996, 0.7171, 0.8013, 0.7017, 0.0340, -0.1358, -0.0590, 0.0350, -0.2482, -0.2790, -0.2403, -0.2652, -0.2589, -0.2925, -0.2708, -0.2360, -0.2596, 0.0470, 0.0605, 0.0741, 0.0451, 0.0440, 0.0808, -0.0121, 0.0304, 0.0772, 0.0309, 0.0443, 0.0655, 0.0524, 0.0256, 0.0694, 0.0111, 0.0387, 0.0570, 0.0365, 0.0237, 0.0759, -0.0141, 0.0702, 0.0926, 0.0305, 0.0324, 0.0696, 0.0574, 0.0068, -0.4970, -0.0318, 0.0121, 0.0480, 0.0041, -0.0343, 0.8611, 0.0213, 0.1265, 0.1420, 0.1558, 0.1444, 0.1290, 0.5601, -0.8050, 0.0057, -0.1319, -0.1222, 0.0317, 0.1311, 0.1356, 0.1222, 0.1337, 0.1329, 0.1579]
}